{
  "formula": "C20H17BrCoF6N6O6S2",
  "method": "ωB97M-V/def2-TZVPD",
  "charge": 1,
  "mol_weight_g_mol": 754.35,
  "multiplicity": 5,
  "relative_energy_kcal_mol": 0.00,
  "s_squared": 6.01,
  "e_tot_ha": -6904.435725,
  "symbols": ["Co", "C", "C", "C", "C", "C", "Br", "N", "C", "H", "H", "H", "H", "H", "H", "N", "C", "C", "O", "O", "H", "H", "H", "H", "F", "C", "F", "F", "S", "O", "O", "N", "S", "O", "O", "C", "F", "F", "F", "N", "C", "C", "C", "C", "C", "C", "C", "N", "C", "C", "N", "C", "H", "H", "H", "H", "H", "H", "H"],
  "xyz": [[0.965, -0.707, -1.304], [-2.754, -4.578, -2.042], [-2.627, -3.080, -1.991], [-3.688, -2.221, -2.240], [-3.502, -0.857, -2.126], [-2.253, -0.369, -1.796], [-2.124, 1.493, -1.575], [-1.191, -1.161, -1.612], [-1.408, -2.494, -1.698], [-3.798, -4.885, -2.008], [-2.227, -5.040, -1.207], [-2.315, -4.971, -2.962], [-4.661, -2.610, -2.518], [-4.311, -0.159, -2.290], [-0.552, -3.128, -1.539], [3.036, -0.457, -2.137], [3.526, -1.691, -2.750], [2.404, -2.717, -2.771], [2.550, -3.822, -3.189], [1.261, -2.237, -2.264], [2.848, 0.284, -2.808], [3.675, -0.078, -1.452], [4.333, -2.131, -2.169], [3.858, -1.562, -3.777], [3.599, 1.560, 0.013], [2.789, 2.538, 0.443], [3.332, 3.705, 0.199], [2.624, 2.390, 1.751], [1.080, 2.402, -0.359], [1.175, 1.188, -1.241], [0.196, 2.224, 0.749], [0.787, 3.668, -1.175], [1.736, 4.098, -2.437], [2.756, 3.115, -2.694], [2.052, 5.479, -2.375], [0.509, 3.897, -3.800], [0.996, 4.427, -4.904], [0.297, 2.588, -3.991], [-0.638, 4.482, -3.480], [-4.003, 1.713, 7.509], [-3.292, 1.347, 6.682], [-2.403, 0.882, 5.647], [-1.350, 0.029, 5.968], [-0.498, -0.417, 4.974], [-0.700, -0.001, 3.669], [-1.738, 0.857, 3.339], [-2.595, 1.294, 4.331], [0.185, -0.458, 2.637], [1.555, -0.630, 2.744], [1.997, -0.963, 1.512], [0.910, -1.020, 0.655], [-0.160, -0.696, 1.371], [-1.209, -0.290, 6.991], [0.305, -1.102, 5.216], [-1.845, 1.221, 2.324], [-3.408, 1.966, 4.093], [2.086, -0.473, 3.667], [3.003, -1.182, 1.189], [-1.173, -0.657, 1.007]],
  "forces_ev_per_a": [[0.2, -0.3, -0.5], [0.0, 0.1, -0.1], [0.1, -0.1, 0.0], [-0.1, 0.0, 0.0], [-0.2, 0.0, -0.1], [0.1, 0.1, 0.0], [0.3, 0.0, 0.0], [0.0, -0.2, 0.1], [-0.1, 0.1, 0.1], [0.0, 0.0, 0.0], [0.0, 0.0, 0.0], [0.0, 0.0, 0.0], [0.0, 0.0, 0.1], [0.0, -0.1, 0.0], [0.1, 0.0, 0.0], [-0.3, -0.1, 0.1], [-0.3, -0.1, 0.0], [0.6, 0.1, -0.1], [-0.4, 0.0, 0.1], [-0.4, 0.1, 0.2], [0.1, 0.1, 0.0], [0.0, 0.1, 0.0], [0.1, 0.1, 0.0], [0.1, 0.1, 0.0], [0.0, 0.0, -0.1], [-0.1, -0.1, 0.1], [0.0, 0.0, -0.1], [0.1, 0.0, 0.0], [-0.5, 0.4, -0.2], [0.2, 0.0, 0.1], [0.0, -0.1, 0.0], [0.6, -0.1, 0.1], [-0.1, -0.2, 0.0], [-0.1, 0.0, 0.1], [-0.1, 0.0, 0.1], [0.0, 0.0, 0.3], [0.0, 0.0, -0.1], [-0.1, 0.0, -0.1], [0.0, 0.0, -0.1], [0.1, -0.1, -0.2], [-0.1, 0.0, 0.1], [0.0, 0.0, 0.1], [0.0, 0.0, 0.0], [0.1, -0.1, 0.0], [0.0, 0.0, 0.0], [0.1, 0.1, -0.1], [-0.1, 0.0, 0.0], [0.1, 0.1, 0.1], [-0.1, 0.1, 0.1], [-0.1, -0.1, -0.1], [0.1, 0.2, -0.2], [0.1, -0.1, 0.1], [0.0, 0.0, 0.0], [0.0, 0.0, 0.0], [0.0, 0.0, 0.0], [0.0, 0.0, 0.0], [-0.1, 0.0, 0.0], [-0.1, 0.0, 0.0], [0.0, 0.1, 0.0]]
}

---

{
  "formula": "C20H17BrN5O5STi",
  "method": "ωB97M-V/def2-TZVPD",
  "charge": 1,
  "mol_weight_g_mol": 567.22,
  "relative_energy_kcal_mol": 0.00,
  "e_tot_ha": -5243.883108,
  "symbols": ["Ti", "C", "C", "N", "C", "S", "N", "N", "C", "C", "C", "C", "C", "C", "C", "N", "H", "H", "H", "H", "H", "H", "H", "H", "H", "H", "H", "H", "H", "O", "C", "C", "O", "C", "C", "O", "C", "O", "O", "Br", "C", "C", "C", "C", "C", "N", "H", "H", "H", "H"],
  "xyz": [[-0.991, 0.035, 0.143], [3.729, 1.070, 3.811], [3.261, -0.376, 3.756], [1.813, -0.484, 3.573], [1.213, -0.266, 2.403], [-0.544, -0.355, 2.412], [1.938, 0.009, 1.349], [1.177, 0.201, 0.233], [1.766, 0.644, -0.825], [3.203, 1.031, -0.880], [0.919, 0.717, -2.036], [1.367, 1.234, -3.239], [0.503, 1.244, -4.326], [-0.779, 0.744, -4.182], [-1.163, 0.256, -2.945], [-0.332, 0.240, -1.903], [4.804, 1.104, 3.981], [3.239, 1.602, 4.626], [3.512, 1.589, 2.879], [3.497, -0.887, 4.688], [3.752, -0.918, 2.949], [1.238, -0.775, 4.345], [3.592, 1.166, 0.124], [3.334, 1.949, -1.449], [3.784, 0.245, -1.370], [2.370, 1.621, -3.334], [0.832, 1.646, -5.275], [-1.480, 0.733, -5.004], [-2.159, -0.133, -2.773], [-5.164, 4.474, 0.300], [-4.346, 3.613, 0.286], [-2.811, 3.811, 0.092], [-2.237, 4.841, -0.106], [-2.279, 2.433, 0.169], [-3.262, 1.513, 0.362], [-2.821, 0.252, 0.404], [-4.610, 2.083, 0.440], [-5.672, 1.541, 0.555], [-1.061, 1.952, 0.060], [-3.696, -2.031, -1.553], [-2.211, -2.914, -0.810], [-2.237, -4.303, -0.780], [-1.123, -4.973, -0.316], [-0.014, -4.241, 0.091], [-0.083, -2.869, 0.048], [-1.170, -2.197, -0.386], [-3.115, -4.826, -1.126], [-1.118, -6.054, -0.283], [0.885, -4.723, 0.445], [0.753, -2.267, 0.379]],
  "forces_ev_per_a": [[-0.3, -0.1, 0.3], [0.0, 0.0, 0.0], [0.0, 0.0, 0.1], [0.1, -0.1, -0.1], [0.0, -0.1, 0.1], [-0.1, 0.1, -0.2], [0.0, 0.0, 0.0], [0.0, 0.0, -0.1], [0.1, 0.0, -0.1], [0.0, -0.1, 0.1], [0.2, 0.1, 0.0], [-0.1, -0.1, 0.0], [0.0, 0.0, 0.0], [0.0, 0.0, 0.0], [0.0, 0.0, 0.0], [0.1, 0.1, 0.1], [0.0, 0.0, 0.0], [0.0, 0.0, 0.0], [0.0, 0.0, 0.0], [0.0, 0.0, 0.0], [0.0, 0.0, 0.0], [0.0, 0.1, 0.0], [0.0, 0.0, 0.0], [0.0, 0.0, 0.0], [0.0, 0.0, 0.0], [0.0, 0.0, 0.0], [0.0, 0.0, 0.0], [0.0, 0.0, 0.0], [0.0, 0.0, 0.0], [0.0, 0.0, 0.0], [0.0, 0.0, 0.0], [0.0, 0.0, 0.0], [0.0, 0.0, 0.0], [-0.3, 0.0, 0.1], [0.1, 0.0, 0.0], [0.2, -0.2, -0.1], [0.0, 0.1, 0.0], [0.0, 0.0, 0.0], [0.1, -0.2, -0.1], [-0.1, -0.1, 0.1], [0.0, -0.1, -0.1], [0.0, 0.1, 0.0], [0.0, 0.0, 0.0], [0.0, 0.0, 0.0], [0.0, 0.0, 0.0], [0.0, 0.3, 0.2], [0.0, 0.0, 0.0], [0.0, 0.0, 0.0], [0.0, 0.0, 0.0], [0.0, 0.0, 0.0]]
}

---

{
  "formula": "C20H17Cl3N6O3S2V",
  "method": "ωB97M-V/def2-TZVPD",
  "charge": 1,
  "mol_weight_g_mol": 610.83,
  "multiplicity": 3,
  "relative_energy_kcal_mol": 0.00,
  "s_squared": 2.01,
  "e_tot_ha": -4447.494922,
  "symbols": ["V", "N", "N", "C", "O", "O", "H", "H", "H", "Cl", "C", "C", "C", "Cl", "C", "O", "C", "Cl", "C", "H", "H", "N", "C", "C", "C", "C", "C", "C", "C", "N", "C", "C", "N", "C", "H", "H", "H", "H", "H", "H", "H", "S", "C", "N", "C", "C", "S", "H", "H", "H", "H", "H"],
  "xyz": [[0.755, -0.015, -0.064], [1.212, -0.327, 2.004], [2.589, -0.003, 2.143], [3.361, -0.024, 0.954], [4.548, -0.166, 1.021], [2.639, 0.171, -0.135], [0.676, 0.236, 2.657], [1.042, -1.310, 2.208], [3.053, -0.426, 2.934], [-4.827, 0.314, -4.442], [-3.729, 0.145, -3.121], [-2.366, 0.236, -3.350], [-1.520, 0.094, -2.270], [0.213, 0.220, -2.507], [-1.953, -0.139, -0.965], [-1.104, -0.269, 0.053], [-3.339, -0.209, -0.786], [-3.949, -0.455, 0.815], [-4.221, -0.072, -1.842], [-1.979, 0.413, -4.343], [-5.286, -0.129, -1.668], [-4.463, 8.783, 3.023], [-3.742, 7.979, 2.632], [-2.839, 6.971, 2.145], [-2.178, 7.156, 0.933], [-1.319, 6.181, 0.460], [-1.114, 5.033, 1.210], [-1.755, 4.846, 2.425], [-2.628, 5.813, 2.889], [-0.231, 4.026, 0.719], [0.979, 4.231, 0.090], [1.454, 3.004, -0.237], [0.546, 2.053, 0.182], [-0.453, 2.701, 0.750], [-2.350, 8.056, 0.359], [-0.831, 6.306, -0.497], [-1.558, 3.964, 3.020], [-3.135, 5.682, 3.834], [1.403, 5.213, -0.029], [2.383, 2.729, -0.706], [-1.360, 2.251, 1.122], [1.319, -2.468, -0.435], [0.037, -3.551, -0.245], [0.212, -4.839, -0.495], [-0.853, -5.760, -0.110], [-2.118, -4.914, -0.083], [-1.576, -3.216, 0.298], [1.130, -5.169, -0.755], [-0.631, -6.187, 0.871], [-0.927, -6.567, -0.836], [-2.818, -5.244, 0.680], [-2.621, -4.902, -1.048]],
  "forces_ev_per_a": [[0.2, -0.3, 0.0], [0.1, 0.1, 0.0], [0.0, -0.1, 0.0], [0.0, 0.0, 0.2], [0.0, 0.1, -0.1], [0.0, 0.0, 0.0], [0.0, 0.0, 0.0], [0.0, 0.0, 0.0], [0.0, 0.0, 0.0], [0.0, 0.0, 0.0], [0.0, 0.0, 0.0], [0.0, 0.0, 0.0], [-0.1, 0.0, 0.0], [0.0, 0.0, -0.1], [0.0, 0.1, 0.1], [-0.2, 0.0, 0.0], [0.0, 0.0, 0.1], [0.0, 0.0, 0.0], [0.0, 0.0, 0.0], [0.0, 0.0, 0.0], [0.0, 0.0, 0.0], [0.0, 0.0, 0.0], [0.0, 0.0, 0.0], [0.0, 0.0, 0.0], [0.0, 0.0, 0.0], [0.0, 0.0, 0.0], [0.0, 0.0, 0.0], [0.0, 0.0, 0.0], [0.0, 0.0, 0.0], [0.0, 0.0, 0.0], [0.1, 0.0, 0.0], [0.0, 0.0, 0.1], [0.1, 0.1, 0.0], [-0.1, 0.0, -0.1], [0.0, 0.0, 0.0], [0.0, 0.0, 0.0], [0.0, 0.0, 0.0], [0.0, 0.0, 0.0], [0.0, 0.0, 0.0], [0.0, 0.0, 0.0], [0.0, 0.0, 0.0], [-0.1, 0.0, 0.1], [0.1, -0.1, 0.0], [0.0, 0.0, 0.0], [0.0, 0.0, 0.0], [-0.1, 0.0, 0.0], [0.1, 0.0, 0.0], [0.0, 0.0, 0.0], [0.0, 0.0, 0.0], [0.0, 0.0, 0.0], [0.0, 0.0, 0.0], [0.0, 0.0, 0.0]]
}